Here is a cluster of 4 separate species, C48H61ClF25N3O5 in total from the OMol25 dataset. Energies are from ωB97M-V/def2-TZVPD.

Each atom is followed by the atoms it is bonded to, with distances in Å.
Geometry (Å):
1 C -3.3915 1.8531 -3.0711  C2 1.659, H41 1.193, H42 1.194, H43 1.183
2 C -2.8023 3.1398 -2.2054  C1 1.659, Cl3 1.891, C4 1.673, H44 1.173
3 Cl -4.0319 3.3741 -0.7884  C2 1.891
4 C -2.7867 4.5533 -3.0995  C2 1.673, C5 1.639, H45 1.171, H46 1.194
5 C -1.2769 5.1151 -3.3989  C4 1.639, C6 1.639, C12 1.673, C28 1.652
6 C -1.3849 6.0756 -4.7229  C5 1.639, C7 1.639, H47 1.194, H48 1.194
7 C -1.6968 7.6551 -4.4163  C6 1.639, C8 1.662, H49 1.181, H50 1.194
8 C -1.9149 8.5775 -5.7814  C7 1.662, C9 1.640, H51 1.172, H52 1.194
9 C -1.8456 7.7233 -7.1793  C8 1.640, C10 1.662, H53 1.172, H54 1.193
10 C -1.8944 8.7077 -8.5181  C9 1.662, N11 1.521, H55 1.174, H56 1.184
11 N -2.6735 8.0884 -9.6682  C10 1.521, H57 1.046, H58 1.049
12 C -0.5564 3.7548 -4.0533  C5 1.673, O13 1.338, N14 1.512
13 O -1.0207 2.9071 -4.9780  C12 1.338
14 N 0.7911 3.7463 -3.3663  C12 1.512, C15 1.517, H59 1.044
15 C 1.1574 4.8643 -2.4093  N14 1.517, C16 1.637, C25 1.659, C28 1.638
16 C 2.0516 4.2888 -1.1648  C15 1.637, C17 1.665, H60 1.194, H61 1.170
17 C 2.7591 2.8123 -1.4687  C16 1.665, C18 1.673, H62 1.170, H63 1.170
18 C 3.3568 2.2838 0.0012  C17 1.673, C19 1.671, H64 1.183, H65 1.182
19 C 2.6033 0.8319 0.3420  C18 1.671, C20 1.640, C24 1.671
20 C 3.3584 -0.6232 0.3747  C19 1.640, C21 1.661, H66 1.189
21 C 2.4663 -1.9902 0.6801  C20 1.661, C22 1.641, H67 1.177
22 C 0.8523 -1.8268 0.9283  C21 1.641, C23 1.666, H68 1.173
23 C 0.0395 -0.3721 0.9368  C22 1.666, C24 1.650, H69 1.177
24 C 0.9618 0.9606 0.6260  C19 1.671, C23 1.650, H70 1.190
25 C 2.2994 5.6845 -3.2899  C15 1.659, C26 1.639, F27 1.481, H71 1.191
26 C 2.6705 7.1650 -2.6917  C25 1.639, H72 1.194, H73 1.170, H74 1.171
27 F 1.9981 5.7694 -4.7374  C25 1.481
28 C -0.3017 5.5597 -2.1420  C5 1.652, C15 1.638, C29 1.639, H75 1.194
29 C -0.9181 5.6504 -0.6259  C28 1.639, C30 1.673, H76 1.194, H77 1.194
30 C -0.5348 7.1035 0.1087  C29 1.673, C31 1.639, H78 1.184, H79 1.194
31 C 0.7740 7.0119 1.0908  C30 1.639, N32 1.536, H80 1.170, H81 1.194
32 N 0.3906 6.7591 2.5567  C31 1.536, C33 1.516, H82 1.054
33 C 1.1233 5.4798 2.9124  N32 1.516, C34 1.645, H83 1.192, H84 1.193
34 C 0.5903 4.7929 4.3085  C33 1.645, C35 1.669, C39 1.653
35 C 1.7706 4.4181 5.4274  C34 1.669, C36 1.666, H85 1.180
36 C 1.4064 3.6841 6.8783  C35 1.666, C37 1.651, H86 1.182
37 C -0.1778 3.3356 7.1844  C36 1.651, C38 1.653, H87 1.173
38 C -1.3283 3.7451 6.0697  C37 1.653, C39 1.640, H88 1.193
39 C -0.9971 4.4640 4.6333  C34 1.653, C38 1.640, O40 1.477
40 O -1.9814 4.8385 3.5976  C39 1.477, H89 1.002
41 H -3.8522 2.1833 -4.1204  C1 1.193
42 H -2.4925 1.1225 -3.3594  C1 1.194
43 H -4.2691 1.2885 -2.5148  C1 1.183
44 H -1.7747 2.9253 -1.6812  C2 1.173
45 H -3.4331 4.3248 -4.0493  C4 1.171
46 H -3.3720 5.3373 -2.4157  C4 1.194
47 H -0.4532 5.9376 -5.4565  C6 1.194
48 H -2.3159 5.6702 -5.3506  C6 1.194
49 H -2.5637 7.7932 -3.6258  C7 1.181
50 H -0.7256 8.1118 -3.8934  C7 1.194
51 H -2.9261 9.1560 -5.6536  C8 1.172
52 H -1.0249 9.3714 -5.8356  C8 1.194
53 H -0.8890 7.0583 -7.3044  C9 1.172
54 H -2.8376 7.0640 -7.2417  C9 1.193
55 H -0.8234 8.9620 -8.9263  C10 1.174
56 H -2.5012 9.6681 -8.1847  C10 1.184
57 H -3.0007 8.8421 -10.3150  N11 1.046
58 H -3.5465 7.6153 -9.3309  N11 1.049
59 H 1.5832 3.3733 -3.9354  N14 1.044
60 H 2.9680 5.0184 -0.9350  C16 1.194
61 H 1.4828 4.1640 -0.1503  C16 1.170
62 H 3.6973 2.9350 -2.1569  C17 1.170
63 H 1.9978 1.9905 -1.8069  C17 1.170
64 H 3.1725 3.0718 0.8644  C18 1.183
65 H 4.5021 2.0139 -0.1072  C18 1.182
66 H 4.5305 -0.6586 0.1765  C20 1.189
67 H 3.0408 -3.0169 0.6662  C21 1.177
68 H 0.2044 -2.7852 1.1236  C22 1.173
69 H -1.1164 -0.2648 1.1290  C23 1.177
70 H 0.4108 2.0158 0.6113  C24 1.190
71 H 3.2906 5.0304 -3.1953  C25 1.191
72 H 2.2739 7.9566 -3.4922  C26 1.194
73 H 3.8278 7.3019 -2.5857  C26 1.170
74 H 2.0641 7.3700 -1.7114  C26 1.171
75 H -0.0609 6.7076 -2.3652  C28 1.194
76 H -0.6061 4.7387 0.0786  C29 1.194
77 H -2.1119 5.6299 -0.6186  C29 1.194
78 H -0.4947 7.9991 -0.6639  C30 1.184
79 H -1.4629 7.3519 0.8175  C30 1.194
80 H 1.6157 6.2803 0.7377  C31 1.170
81 H 1.2672 8.0992 1.0871  C31 1.194
82 H 0.8202 7.5484 3.1066  N32 1.054
83 H 2.2916 5.7095 2.9683  C33 1.192
84 H 0.8682 4.7000 2.0463  C33 1.193
85 H 2.9006 4.6682 5.1969  C35 1.180
86 H 2.3087 3.4278 7.5975  C36 1.182
87 H -0.4964 2.8000 8.1776  C37 1.173
88 H -2.4660 3.4731 6.3057  C38 1.193
89 H -2.8463 4.3525 3.7377  O40 1.002
90 C -1.7736 -3.8808 -5.4050  C91 1.537, O97 1.430, H104 1.097, H105 1.097
91 C -1.0428 -4.8303 -4.4427  C90 1.537, C92 1.526, F95 1.360, F96 1.371
92 C -1.6429 -4.9150 -3.0422  C91 1.526, F93 1.352, F94 1.361, H106 1.093
93 F -1.6476 -3.7227 -2.4051  C92 1.352
94 F -0.9160 -5.7609 -2.2621  C92 1.361
95 F 0.2742 -4.4922 -4.3993  C91 1.360
96 F -1.0844 -6.0822 -5.0002  C91 1.371
97 O -1.2229 -2.5675 -5.5390  C90 1.430, C98 1.429
98 C -1.6202 -1.6324 -4.5348  O97 1.429, C99 1.534, F102 1.353, F103 1.360
99 C -0.4535 -1.1776 -3.6496  C98 1.534, F100 1.357, F101 1.360, H107 1.094
100 F 0.1545 -2.2267 -3.0393  C99 1.357
101 F -0.8847 -0.3501 -2.6600  C99 1.360
102 F -2.6511 -2.1525 -3.8298  C98 1.353
103 F -2.1282 -0.5643 -5.2070  C98 1.360
104 H -1.6727 -4.3177 -6.4062  C90 1.097
105 H -2.8562 -3.8552 -5.2280  C90 1.097
106 H -2.6669 -5.2967 -3.0745  C92 1.093
107 H 0.3005 -0.6474 -4.2380  C99 1.094
108 C -1.0755 -5.4077 3.9246  C109 1.537, O115 1.430, H122 1.097, H123 1.097
109 C 0.1998 -4.5551 3.8316  C108 1.537, C110 1.526, F113 1.360, F114 1.371
110 C 1.2920 -5.1262 2.9318  C109 1.526, F111 1.352, F112 1.361, H124 1.093
111 F 1.7234 -6.3395 3.3432  C110 1.352
112 F 2.3836 -4.3134 2.9321  C110 1.361
113 F 0.6657 -4.3138 5.0867  C109 1.360
114 F -0.1669 -3.3320 3.3325  C109 1.371
115 O -1.1747 -6.2777 5.0557  C108 1.430, C116 1.429
116 C -0.5102 -7.5349 4.9204  O115 1.429, C117 1.534, F120 1.353, F121 1.360
117 C 0.6655 -7.6946 5.8920  C116 1.534, F118 1.357, F119 1.360, H125 1.094
118 F 1.5844 -6.7074 5.7376  C117 1.357
119 F 1.3186 -8.8687 5.6799  C117 1.360
120 F -0.1579 -7.7115 3.6262  C116 1.353
121 F -1.4530 -8.4796 5.1836  C116 1.360
122 H -1.9083 -4.7051 4.0523  C108 1.097
123 H -1.3015 -5.9287 2.9858  C108 1.097
124 H 0.9465 -5.2115 1.8980  C110 1.093
125 H 0.3211 -7.6745 6.9297  C117 1.094
126 C 1.4023 -12.6188 7.1677  C127 1.537, O133 1.430, H140 1.097, H141 1.097
127 C 2.5954 -12.5981 6.1991  C126 1.537, C128 1.526, F131 1.360, F132 1.371
128 C 2.2329 -12.3589 4.7361  C127 1.526, F129 1.352, F130 1.361, H142 1.093
129 F 1.4099 -13.3106 4.2417  C128 1.352
130 F 3.3497 -12.3795 3.9586  C128 1.361
131 F 3.3123 -13.7440 6.3525  C127 1.360
132 F 3.4268 -11.5856 6.6029  C127 1.371
133 O 0.8898 -13.9085 7.5140  C126 1.430, C134 1.429
134 C -0.0353 -14.4695 6.5813  O133 1.429, C135 1.534, F138 1.353, F139 1.360
135 C 0.4998 -15.7346 5.8994  C134 1.534, F136 1.357, F137 1.360, H143 1.094
136 F 1.6700 -15.5014 5.2521  C135 1.357
137 F -0.3755 -16.1934 4.9649  C135 1.360
138 F -0.4134 -13.5120 5.7036  C134 1.353
139 F -1.1470 -14.7743 7.3038  C134 1.360
140 H 1.7689 -12.2114 8.1181  C126 1.097
141 H 0.6047 -11.9283 6.8661  C126 1.097
142 H 1.7576 -11.3836 4.6021  C128 1.093
143 H 0.6720 -16.5299 6.6300  C135 1.094

Kohn-Sham gap, eV: 8.4
E_HOMO, eV: -8.1874
Energy, Eh: -5361.94682
Charge: 0
SMILES: C[C@H](Cl)C[C@]1(CCCCCN)C(=O)N[C@@](CCCc2ccccc2)([C@H](C)F)[C@@H]1CCCNCc1ccccc1O.FC(F)C(F)(F)COC(F)(F)C(F)F.FC(F)C(F)(F)COC(F)(F)C(F)F.FC(F)C(F)(F)COC(F)(F)C(F)F